Here is C49H71ClN7O2SV as an isolated structure at a distorted geometry from the Open Molecules 2025 dataset. Energies are from ωB97M-V with the def2-TZVPD basis set.

Each line ends with the Löwdin charge.
Cartesian coordinates (Å):
V  0.649  0.385  0.700  0.8008
C  1.652  1.177  -2.813  -0.0924
N  0.602  0.182  -2.896  -0.2355
C  0.917  -0.752  -3.954  -0.1058
C  -0.713  0.788  -3.032  -0.1603
C  -1.827  0.070  -2.244  -0.1410
N  -1.589  -0.051  -0.804  -0.1298
C  -2.183  -1.266  -0.261  -0.1240
C  -1.276  -2.492  -0.173  -0.2279
C  -2.106  -3.671  0.128  0.0151
C  -1.606  -4.727  0.781  -0.1721
C  -0.310  -4.579  1.393  0.0177
C  0.438  -3.458  1.459  -0.0130
C  0.011  -2.186  0.722  -0.3902
O  -0.013  -1.089  1.482  -0.2137
C  1.680  -3.528  2.353  -0.5081
C  1.362  -4.224  3.693  -0.0568
C  2.772  -4.344  1.644  -0.0323
C  2.248  -2.157  2.707  -0.0434
C  -2.448  -5.978  1.004  -0.5488
C  -3.371  -5.739  2.207  -0.0441
C  -3.317  -6.254  -0.231  -0.0593
C  -1.596  -7.226  1.264  -0.0586
C  -2.147  1.080  -0.038  -0.1441
C  -1.832  2.405  -0.646  -0.1561
C  -2.804  3.070  -1.359  -0.0131
C  -2.504  4.228  -2.062  -0.1813
C  -1.236  4.758  -1.852  -0.0065
C  -0.247  4.177  -1.074  -0.0743
C  -0.488  2.868  -0.547  -0.2892
O  0.394  2.073  -0.048  -0.2442
C  1.020  5.002  -0.859  -0.5288
C  1.790  5.173  -2.178  -0.0380
C  0.624  6.399  -0.343  -0.0536
C  1.960  4.389  0.176  -0.0668
C  -3.446  4.862  -3.073  -0.5587
C  -3.785  6.306  -2.684  -0.0501
C  -2.752  4.851  -4.445  -0.0473
C  -4.759  4.082  -3.209  -0.0699
H  1.686  1.828  -3.708  0.0899
H  2.611  0.671  -2.713  0.0830
H  1.493  1.790  -1.931  0.0587
H  1.087  -0.243  -4.922  0.0836
H  0.119  -1.479  -4.092  0.0765
H  1.818  -1.299  -3.679  0.0796
H  -1.026  0.817  -4.094  0.1229
H  -0.659  1.821  -2.689  0.1007
H  -1.952  -0.932  -2.664  0.1078
H  -2.762  0.625  -2.436  0.1201
H  -3.101  -1.529  -0.822  0.1314
H  -2.493  -1.066  0.772  0.1333
H  -3.117  -3.648  -0.255  0.1108
H  0.058  -5.443  1.921  0.0932
H  1.283  -5.304  3.599  0.0691
H  0.431  -3.846  4.106  0.0850
H  2.163  -4.022  4.403  0.0761
H  2.374  -5.292  1.287  0.0823
H  3.592  -4.543  2.335  0.0823
H  3.155  -3.793  0.790  0.0589
H  1.501  -1.580  3.248  0.0593
H  2.527  -1.604  1.815  0.0609
H  3.135  -2.274  3.331  0.0903
H  -4.027  -4.892  2.021  0.0826
H  -2.791  -5.527  3.102  0.0838
H  -3.986  -6.616  2.398  0.0785
H  -4.081  -5.491  -0.356  0.0703
H  -3.823  -7.213  -0.134  0.0768
H  -2.703  -6.278  -1.128  0.0836
H  -1.131  -7.191  2.247  0.0746
H  -0.822  -7.326  0.505  0.0907
H  -2.223  -8.117  1.232  0.0776
H  -1.712  1.019  0.974  0.0978
H  -3.249  0.974  0.036  0.1334
H  -3.800  2.647  -1.370  0.1045
H  -0.997  5.696  -2.331  0.0966
H  1.178  5.666  -2.931  0.0723
H  2.103  4.208  -2.567  0.0728
H  2.678  5.781  -2.008  0.0806
H  0.028  6.949  -1.066  0.0652
H  1.519  6.986  -0.137  0.0777
H  0.047  6.313  0.575  0.0900
H  2.387  3.459  -0.185  0.0655
H  1.431  4.184  1.104  0.0729
H  2.780  5.074  0.392  0.0836
H  -2.887  6.912  -2.606  0.0726
H  -4.293  6.328  -1.722  0.0853
H  -4.439  6.754  -3.432  0.0769
H  -1.812  5.396  -4.410  0.0741
H  -3.393  5.309  -5.198  0.0775
H  -2.535  3.827  -4.742  0.0847
H  -5.318  4.093  -2.276  0.0818
H  -4.565  3.050  -3.493  0.0796
H  -5.379  4.535  -3.983  0.0793
C  6.233  1.378  2.173  -0.0930
C  5.472  2.467  1.415  -0.2720
N  4.117  2.639  1.887  -0.0440
C  3.174  1.700  1.532  -0.8169
S  1.734  1.602  2.484  0.7160
N  3.403  0.934  0.521  -0.0124
N  2.445  0.049  0.166  -0.1514
C  2.920  -1.016  -0.503  -0.2754
C  4.389  -1.090  -0.835  -0.0281
C  2.067  -2.069  -0.864  -0.2380
C  2.466  -3.249  -1.487  -0.0744
C  1.516  -4.256  -1.782  -0.1110
C  0.186  -4.029  -1.702  -0.0427
C  -0.277  -2.654  -1.344  -0.1856
N  0.706  -1.910  -0.574  0.0526
H  7.213  1.217  1.730  0.0619
H  6.361  1.659  3.216  0.0629
H  5.666  0.452  2.123  0.0621
H  5.991  3.426  1.505  0.1046
H  5.397  2.196  0.359  0.0988
H  4.019  2.931  2.851  0.1033
H  4.829  -0.109  -0.691  0.0533
H  4.907  -1.800  -0.188  0.0820
H  4.511  -1.401  -1.870  0.0709
H  3.505  -3.422  -1.729  0.0918
H  1.887  -5.224  -2.100  0.0944
H  -0.548  -4.783  -1.941  0.0934
H  -0.568  -2.123  -2.253  0.1035
Cl  -4.750  1.334  5.449  0.6423
C  -3.104  0.905  5.107  -0.6624
C  -2.406  0.098  5.997  -0.0947
C  -1.090  -0.219  5.659  -0.0485
C  -0.564  0.275  4.481  -0.1651
N  -1.245  1.037  3.631  0.0804
C  -2.496  1.351  3.948  -0.1638
H  -2.872  -0.261  6.903  0.1007
H  -0.497  -0.857  6.299  0.1039
H  0.456  0.071  4.186  0.0375
H  -3.026  1.982  3.246  0.1094

Results
Net charge   -1
Orbital gap (spin up / spin down)   4.87 / 6.43 eV
HOMO energy (spin up / spin down)   -2.55 / -4.10 eV
⟨S²⟩   3.809
2S+1   4
LUMO (spin up / spin down)   2.328 / 2.326 eV
Energy relative to the best compared isomer or geometry (same formula, charge and spin)   180.7 kJ/mol